# 1
{"formula": "C30H34AuIN5OP", "method": "the ωB97M-V functional and the def2-TZVPD basis", "lumo_ev": [4.507, 4.493], "homo_lumo_gap_ev": [2.51, 4.69], "e_tot_ev": -62236.4235, "e_above_lowest_kcal_mol": 6.1, "charge": -2, "max_force_ha_per_bohr": 0.091, "multiplicity": 3, "homo_energy_ev": [2.00, -0.20], "symbols": ["Au", "I", "P", "O", "N", "N", "N", "N", "N", "C", "C", "C", "C", "C", "C", "C", "C", "C", "C", "C", "C", "C", "C", "C", "C", "C", "C", "C", "C", "C", "C", "C", "C", "C", "C", "C", "C", "C", "C", "H", "H", "H", "H", "H", "H", "H", "H", "H", "H", "H", "H", "H", "H", "H", "H", "H", "H", "H", "H", "H", "H", "H", "H", "H", "H", "H", "H", "H", "H", "H", "H", "H", "H"], "positions_angstrom": [[-0.108, 0.123, -1.756], [0.395, 1.832, -5.156], [-0.181, -0.314, 1.558], [-2.872, 0.107, -2.441], [0.215, -2.783, -2.765], [0.895, 2.681, -0.471], [2.096, -1.751, -2.817], [-0.097, -0.735, 0.022], [-1.030, 3.138, -1.282], [-2.464, 1.180, 1.122], [-1.345, 1.571, 3.239], [-0.676, -1.815, 2.402], [0.623, 4.009, -0.127], [-1.843, 0.018, -4.643], [-1.397, 0.922, 1.993], [-0.593, 4.287, -0.622], [-1.521, -4.184, 3.584], [-2.221, 3.138, -2.101], [-0.139, 2.129, -1.142], [-0.971, -2.910, 1.593], [-1.164, -3.091, 4.388], [2.343, -3.056, -3.246], [2.187, 2.057, -0.295], [3.311, 1.051, 3.293], [0.784, -1.580, -2.564], [2.431, -1.008, 1.614], [-1.192, -3.110, -2.621], [-3.341, 2.237, 1.381], [4.222, 0.114, 2.800], [-2.212, 2.647, 3.487], [1.955, 0.993, 2.924], [1.517, -0.064, 2.111], [-0.737, -1.893, 3.800], [-1.408, -4.105, 2.188], [-3.171, 3.021, 2.529], [3.787, -0.914, 1.945], [-1.857, 0.107, -3.113], [1.165, -3.695, -3.230], [3.112, -0.720, -2.702], [-1.936, 1.011, -5.107], [0.907, -4.703, -3.500], [3.653, 1.844, 3.970], [2.066, -1.801, 0.951], [5.275, 0.178, 3.092], [3.231, -0.404, -1.652], [-1.170, 5.198, -0.622], [-3.807, 3.900, 2.696], [-2.124, 3.186, 4.433], [2.555, 2.212, 0.723], [-1.947, 2.995, -3.160], [-1.219, -3.163, 5.477], [-2.926, 2.360, -1.791], [3.321, -3.405, -3.519], [-1.278, -4.200, -2.602], [-1.779, -2.728, -3.472], [-2.684, 4.119, -1.967], [-2.764, -0.524, -4.934], [-0.449, -1.030, 4.402], [2.087, 0.983, -0.486], [1.315, 4.641, 0.398], [-2.586, 0.562, 0.232], [1.244, 1.752, 3.258], [-4.158, 2.446, 0.688], [2.833, 0.154, -3.316], [-0.635, 1.229, 4.000], [4.061, -1.138, -3.050], [-1.660, -4.967, 1.571], [-1.601, -2.693, -1.688], [-0.844, -2.806, 0.512], [-1.884, -5.103, 4.055], [2.913, 2.475, -1.012], [-0.995, -0.571, -5.001], [4.484, -1.646, 1.544]], "forces_ev_per_a": [[-0.530, 1.250, -2.253], [1.879, 1.416, -0.580], [-1.424, -0.313, -4.282], [-0.723, -0.052, -0.853], [0.605, -0.529, -0.515], [-0.082, 0.696, 0.502], [0.227, -0.881, -0.376], [0.181, -1.095, 4.542], [0.264, 0.375, 0.708], [-1.395, 0.947, -0.618], [-0.833, 1.423, 1.325], [0.465, -0.105, 0.657], [0.217, -0.471, -0.166], [-2.285, -1.139, 0.305], [2.043, -1.129, 0.101], [-0.128, -0.398, -0.544], [0.069, 0.032, 0.131], [-0.317, -0.142, -0.219], [0.175, 0.350, -0.962], [-0.504, -1.080, 0.474], [0.036, 0.262, -0.191], [0.149, 0.517, 0.152], [0.405, -0.043, -0.074], [-0.157, 0.157, -0.091], [-0.207, 0.608, 0.099], [0.461, 0.063, 0.267], [-0.416, 0.172, -0.005], [0.597, -1.450, -0.822], [-0.069, -0.108, -0.023], [0.749, -0.828, -0.002], [0.569, -0.593, -0.100], [0.376, 0.625, 1.081], [-0.315, -0.882, -0.089], [0.086, 0.603, 0.141], [-0.189, 1.134, 0.870], [-0.488, 0.398, 0.183], [0.865, 0.098, 0.222], [-0.507, 0.042, 0.276], [-0.063, 0.453, 0.066], [0.232, -0.693, 0.256], [0.007, -0.047, 0.045], [-0.074, -0.279, -0.313], [0.019, 0.387, 0.248], [-0.329, -0.023, -0.120], [-0.124, -0.181, -0.396], [0.018, -0.120, 0.096], [0.221, -0.370, 0.018], [-0.095, -0.054, -0.160], [-0.080, -0.011, -0.156], [-0.055, -0.004, 0.382], [-0.041, -0.065, -0.251], [0.266, 0.124, -0.038], [0.085, 0.003, -0.026], [0.001, 0.122, 0.053], [0.216, -0.030, 0.320], [-0.047, -0.126, -0.121], [-0.103, -0.111, 0.143], [-0.133, -0.266, -0.068], [-0.132, 0.312, 0.150], [0.069, -0.094, 0.115], [0.074, 0.174, 0.046], [0.253, -0.248, -0.066], [0.193, -0.090, 0.100], [0.021, -0.344, 0.255], [-0.315, 0.326, -0.121], [-0.116, 0.060, -0.016], [0.044, 0.148, 0.115], [0.284, 0.023, -0.346], [-0.007, 0.158, 0.395], [0.169, 0.264, -0.150], [-0.251, -0.064, 0.130], [-0.055, 0.606, 0.045], [-0.002, 0.134, 0.099]]}

***

# 2
{"formula": "C30H34BMoN8O2S2", "method": "the ωB97M-V functional and the def2-TZVPD basis", "lumo_ev": [-4.027, -3.546], "homo_lumo_gap_ev": [6.39, 7.21], "e_tot_ev": -71876.5407, "charge": 1, "max_force_ha_per_bohr": 0.017, "multiplicity": 3, "homo_energy_ev": [-10.41, -10.76], "symbols": ["Mo", "S", "S", "O", "O", "N", "N", "N", "N", "N", "N", "N", "N", "C", "C", "C", "C", "C", "C", "C", "C", "C", "C", "C", "C", "C", "C", "C", "C", "C", "C", "C", "C", "C", "C", "C", "C", "C", "C", "C", "C", "C", "C", "B", "H", "H", "H", "H", "H", "H", "H", "H", "H", "H", "H", "H", "H", "H", "H", "H", "H", "H", "H", "H", "H", "H", "H", "H", "H", "H", "H", "H", "H", "H", "H", "H", "H", "H"], "positions_angstrom": [[1.030, 0.153, 1.102], [1.155, 0.187, 3.489], [3.347, 0.164, 1.239], [2.841, -0.111, -1.783], [0.585, -0.050, -2.125], [0.878, -2.993, -0.131], [0.742, 3.260, -0.024], [-1.356, -2.752, -0.608], [-0.474, 1.483, 0.859], [6.313, 0.410, 3.449], [-0.336, -1.339, 0.980], [3.385, 0.442, 6.409], [-1.306, 2.753, -0.944], [-2.563, -1.950, -0.729], [2.588, -0.243, -3.131], [3.481, -0.397, -4.167], [-1.469, -1.223, 1.849], [-2.368, 2.460, 1.967], [-0.359, 2.497, -0.038], [1.221, -0.208, -3.344], [-1.932, -2.366, 2.444], [1.834, -3.237, 0.961], [2.940, -0.517, -5.445], [1.564, -0.483, -5.658], [5.186, 0.336, 3.234], [-3.065, -2.363, 3.271], [-1.557, 4.093, -1.459], [3.161, 0.366, 5.285], [1.405, 3.663, -1.265], [2.838, 0.280, 3.892], [3.791, 0.268, 2.936], [-3.522, 2.412, 2.762], [-3.955, 1.215, 3.242], [1.533, 3.411, 1.205], [1.298, -3.368, -1.480], [-2.240, 1.721, -1.364], [-2.102, 0.042, 2.105], [-0.283, -2.356, 0.088], [-3.258, 0.022, 2.943], [-1.674, 1.328, 1.623], [-3.722, -1.195, 3.502], [-1.486, -4.114, -1.113], [0.671, -0.326, -4.599], [1.605, 0.003, -1.156], [-2.355, -0.918, -0.482], [2.089, 2.501, 1.437], [-4.827, 1.158, 3.880], [2.413, 3.242, -1.270], [2.286, -2.942, -1.667], [-2.920, -2.011, -1.758], [3.603, -0.640, -6.290], [1.180, -0.579, -6.664], [-1.741, 0.759, -1.311], [-1.994, 3.423, 1.639], [-3.146, 1.714, -0.754], [-1.398, -3.293, 2.268], [-1.257, 4.188, -2.503], [2.238, -2.318, 1.376], [-1.021, 4.830, -0.865], [-2.508, 1.902, -2.404], [0.869, 3.272, -2.125], [-2.456, -4.503, -0.801], [-4.597, -1.168, 4.138], [-4.038, 3.330, 3.009], [-2.626, 4.293, -1.385], [1.361, -3.820, 1.750], [-3.401, -3.287, 3.722], [1.477, 4.748, -1.340], [-1.434, -4.142, -2.202], [-3.343, -2.314, -0.057], [-0.400, -0.296, -4.754], [2.234, 4.227, 1.046], [2.654, -3.822, 0.552], [0.608, -2.957, -2.213], [0.888, 3.668, 2.043], [1.357, -4.451, -1.599], [-0.709, -4.751, -0.700], [4.548, -0.422, -3.990]], "forces_ev_per_a": [[-0.262, -0.294, -0.805], [-0.038, 0.044, 0.234], [0.414, 0.058, 0.062], [0.005, -0.013, -0.062], [-0.112, -0.017, -0.054], [0.201, 0.115, 0.034], [0.105, -0.138, 0.091], [-0.108, 0.034, 0.061], [-0.005, 0.029, 0.181], [-0.020, -0.033, -0.025], [-0.025, -0.019, 0.160], [0.004, -0.012, -0.023], [-0.050, -0.095, -0.016], [-0.007, 0.027, -0.033], [-0.099, 0.005, -0.012], [0.097, -0.002, 0.032], [-0.045, -0.015, 0.020], [0.072, 0.031, -0.057], [-0.024, 0.212, -0.105], [0.072, 0.008, 0.068], [0.104, -0.020, -0.045], [-0.178, -0.022, -0.130], [-0.056, 0.000, -0.021], [0.040, 0.001, 0.017], [0.041, 0.059, 0.043], [-0.061, -0.021, 0.042], [0.018, 0.031, -0.032], [0.014, 0.016, 0.007], [-0.011, 0.064, 0.017], [-0.023, -0.017, 0.029], [-0.072, -0.043, -0.112], [-0.057, 0.006, 0.035], [-0.006, 0.040, -0.002], [-0.209, 0.015, -0.126], [0.066, -0.007, 0.008], [-0.008, -0.054, 0.008], [0.037, 0.016, 0.003], [-0.097, -0.162, -0.154], [0.074, -0.023, -0.062], [-0.032, 0.053, -0.031], [0.009, -0.023, 0.002], [-0.063, -0.073, 0.012], [-0.078, 0.002, -0.012], [0.020, 0.058, 0.533], [0.011, 0.014, -0.023], [0.209, 0.213, 0.065], [0.004, -0.007, -0.002], [0.004, -0.002, 0.021], [-0.001, 0.004, 0.022], [0.017, 0.006, -0.012], [0.003, 0.000, 0.007], [0.001, 0.000, 0.001], [0.018, -0.017, -0.007], [-0.013, 0.001, 0.010], [0.001, 0.029, 0.010], [-0.018, 0.002, 0.010], [-0.001, -0.012, -0.003], [0.112, -0.039, 0.028], [0.010, -0.014, 0.010], [-0.005, 0.035, 0.008], [-0.014, -0.015, 0.012], [-0.005, 0.014, -0.004], [0.003, 0.008, -0.006], [-0.005, -0.010, -0.001], [0.000, -0.003, 0.009], [-0.014, 0.044, 0.052], [-0.002, 0.010, 0.002], [-0.013, 0.003, -0.012], [0.001, 0.003, 0.010], [0.013, -0.032, -0.007], [0.016, -0.004, -0.006], [0.049, -0.026, 0.011], [0.031, 0.034, 0.000], [0.023, -0.006, 0.019], [-0.032, -0.085, 0.017], [0.001, 0.006, -0.021], [-0.039, 0.026, 0.012], [-0.014, 0.000, -0.012]]}

***

# 3
{"formula": "C30H34BrCoN3O7S2", "method": "the ωB97M-V functional and the def2-TZVPD basis", "lumo_ev": [-0.599, -0.617], "homo_lumo_gap_ev": [6.99, 7.01], "e_tot_ev": -179801.0558, "e_above_lowest_kcal_mol": 60.0, "max_force_ha_per_bohr": 0.039, "multiplicity": 2, "homo_energy_ev": [-7.59, -7.63], "symbols": ["Br", "Co", "S", "S", "O", "O", "O", "O", "O", "O", "O", "N", "N", "N", "C", "C", "C", "C", "C", "C", "C", "C", "C", "C", "C", "C", "C", "C", "C", "C", "C", "C", "C", "C", "C", "C", "C", "C", "C", "C", "C", "C", "C", "C", "H", "H", "H", "H", "H", "H", "H", "H", "H", "H", "H", "H", "H", "H", "H", "H", "H", "H", "H", "H", "H", "H", "H", "H", "H", "H", "H", "H", "H", "H", "H", "H", "H", "H"], "positions_angstrom": [[2.716, 1.229, 0.792], [0.932, -0.302, 1.649], [-2.903, -2.396, 0.191], [0.561, -0.843, -2.132], [0.401, 0.549, -1.844], [2.422, -4.119, 2.422], [-2.123, -2.411, 4.356], [2.499, -2.129, 1.434], [-0.094, -1.097, 0.170], [-0.226, -0.829, 3.097], [-0.497, -1.531, -2.819], [-0.015, 1.480, 1.915], [0.904, -1.629, -0.645], [-1.044, 1.345, 2.725], [-3.245, -0.189, 6.995], [-4.213, -2.422, -2.117], [-1.317, -0.036, 3.181], [-0.533, 6.949, -1.660], [-3.227, -3.293, -1.362], [-3.347, -0.775, -0.529], [4.370, -0.407, -3.314], [2.115, -1.101, -2.961], [3.566, -2.446, -4.293], [0.209, 2.521, 1.187], [2.321, -2.232, -3.729], [-3.089, -1.327, 6.230], [-1.992, 1.076, 5.394], [1.427, 2.663, 0.465], [0.855, -3.087, -0.723], [1.807, 3.676, -0.331], [3.130, -0.192, -2.739], [1.993, -3.381, 1.586], [-3.644, -1.010, -2.009], [-2.651, 1.001, 6.608], [-1.105, 5.689, -1.588], [4.602, -1.537, -4.091], [5.948, -1.781, -4.700], [-0.366, 4.607, -1.147], [-2.367, -1.277, 5.044], [0.800, 7.121, -1.322], [1.542, 6.045, -0.878], [0.836, -3.720, 0.668], [0.967, 4.777, -0.768], [-1.903, -0.040, 4.583], [-1.115, 7.793, -2.002], [-4.340, -0.260, -2.391], [3.737, -3.322, -4.902], [-1.409, -2.224, 3.716], [5.846, -2.090, -5.738], [2.307, -1.821, 0.527], [-0.054, -3.342, 1.188], [1.264, 8.092, -1.413], [-1.531, 2.000, 5.080], [0.754, -4.803, 0.583], [-2.110, -0.415, 2.484], [-1.847, 1.960, 2.609], [-4.299, -2.752, -3.153], [-2.136, 5.555, -1.887], [6.559, -0.883, -4.656], [2.833, 3.705, -0.667], [-0.802, 3.619, -1.146], [5.160, 0.313, -3.159], [2.574, 6.176, -0.589], [-2.287, -3.372, -1.909], [1.501, -2.915, -3.890], [-2.694, 1.866, 7.251], [-4.222, -0.407, 0.014], [-3.495, -2.272, 6.547], [-0.475, 3.367, 1.167], [-2.505, -0.103, -0.370], [-0.048, -3.400, -1.262], [6.460, -2.583, -4.165], [-2.714, -0.958, -2.579], [2.927, 0.676, -2.133], [1.737, -3.392, -1.297], [-3.597, -4.287, -1.125], [-5.194, -2.470, -1.638], [-3.802, -0.238, 7.918]], "forces_ev_per_a": [[-0.226, 0.430, -0.325], [-1.528, -0.235, 1.204], [-0.283, -0.260, 0.012], [0.539, -0.330, -0.112], [0.296, 0.164, 0.013], [-0.034, 0.303, -0.023], [-0.074, -0.123, -0.208], [0.404, 0.558, 0.387], [0.617, -0.070, 1.214], [1.689, -0.010, -1.090], [0.223, -0.198, -0.124], [0.347, 0.065, -0.653], [-0.042, 1.009, -0.524], [-0.200, 0.323, 0.435], [0.110, 0.102, 0.029], [0.101, -0.018, -0.113], [-1.249, -0.004, -0.296], [0.004, 0.002, -0.068], [0.147, 0.037, 0.265], [0.099, -0.008, 0.308], [-0.138, -0.095, -0.002], [-0.496, 0.048, 0.266], [-0.016, 0.125, 0.097], [-0.808, -0.286, 0.816], [-0.084, -0.048, -0.152], [0.090, -0.263, -0.187], [-0.094, -0.121, -0.018], [1.047, 0.139, -0.708], [-0.323, -0.436, -0.238], [0.176, -0.969, 0.559], [0.057, 0.128, -0.035], [-0.259, -0.953, -0.050], [-0.057, -0.008, -0.006], [-0.028, 0.188, 0.136], [-0.162, 0.102, 0.026], [-0.058, 0.027, 0.014], [0.003, -0.051, 0.002], [0.143, -0.024, -0.017], [-0.021, 0.424, 0.210], [-0.004, 0.082, 0.026], [-0.053, -0.144, 0.046], [-0.085, 0.364, 0.031], [-0.324, 0.446, -0.177], [0.239, -0.152, -0.453], [-0.054, 0.040, -0.042], [0.040, 0.024, -0.015], [0.008, -0.088, -0.062], [-0.030, -0.090, 0.098], [0.064, -0.006, -0.077], [-0.188, 0.073, -0.518], [0.000, -0.108, -0.122], [0.008, 0.077, 0.044], [-0.018, 0.126, -0.057], [0.064, 0.084, 0.070], [0.172, 0.100, 0.278], [0.267, -0.089, -0.085], [-0.090, 0.049, -0.046], [-0.029, -0.054, -0.005], [0.096, -0.026, -0.024], [0.122, -0.095, -0.059], [-0.023, -0.106, 0.000], [0.108, 0.047, 0.004], [0.162, 0.040, -0.031], [-0.068, -0.080, -0.127], [-0.072, -0.122, -0.060], [-0.089, 0.127, 0.062], [0.081, 0.046, -0.119], [-0.074, -0.204, 0.072], [-0.011, -0.055, 0.095], [-0.010, 0.090, -0.080], [0.101, -0.060, 0.111], [0.090, 0.015, -0.013], [-0.141, 0.060, 0.048], [0.038, 0.153, 0.043], [-0.091, -0.110, 0.041], [-0.064, -0.038, -0.014], [-0.011, -0.054, -0.055], [-0.042, -0.031, 0.127]]}